Record 1
{"formula": "C21H29AsLuN5O2S", "method": "wB97M-V/def2-TZVPD", "fmax_ev_per_a": 1.16, "total_charge": 4, "lumo_energy_ev": -12.128, "e_homo_ev": -20.10, "gap_ev": 7.975, "total_energy_ev": -139048.6027, "symbols": ["Lu", "O", "N", "O", "C", "C", "C", "C", "C", "C", "N", "C", "C", "N", "C", "C", "C", "C", "H", "H", "H", "H", "H", "H", "H", "C", "As", "C", "C", "S", "H", "H", "H", "H", "H", "H", "H", "H", "H", "C", "C", "N", "C", "C", "N", "C", "C", "H", "H", "H", "H", "H", "H", "H", "H", "H", "H", "H", "H", "H"], "xyz": [[-0.01, 0.52, 0.38], [-5.74, 2.19, -3.79], [-5.52, 1.00, -3.76], [-6.21, 0.14, -4.24], [-4.38, 0.53, -2.92], [-4.10, -0.78, -3.02], [-3.00, -1.35, -2.30], [-2.66, -2.72, -2.40], [-1.57, -3.21, -1.71], [-0.84, -2.33, -0.92], [-1.15, -1.03, -0.80], [-2.21, -0.53, -1.49], [-2.51, 0.88, -1.40], [-1.67, 1.63, -0.62], [-1.88, 2.94, -0.50], [-2.95, 3.58, -1.13], [-3.81, 2.83, -1.91], [-3.59, 1.44, -2.09], [-4.72, -1.40, -3.66], [-3.25, -3.37, -3.03], [-1.27, -4.25, -1.78], [0.03, -2.69, -0.37], [-1.19, 3.51, 0.11], [-3.10, 4.64, -1.00], [-4.64, 3.30, -2.39], [4.79, 3.33, 1.06], [3.89, 2.36, -0.30], [3.05, 3.54, -1.51], [5.10, 1.21, -1.21], [2.46, 1.02, 0.75], [5.57, 3.91, 0.57], [5.24, 2.62, 1.76], [4.08, 3.98, 1.57], [3.69, 4.42, -1.62], [2.09, 3.86, -1.11], [2.93, 3.05, -2.48], [5.89, 1.84, -1.62], [4.57, 0.71, -2.02], [5.51, 0.50, -0.51], [-0.77, 0.77, 5.00], [-0.67, 1.13, 3.50], [-0.45, -0.11, 2.68], [0.71, -0.86, 3.28], [0.33, -1.42, 4.66], [-0.94, -0.72, 5.10], [-2.09, -1.17, 4.24], [-1.67, -0.96, 2.77], [-1.64, 1.23, 5.48], [0.12, 1.04, 5.57], [0.17, 1.80, 3.35], [-1.58, 1.61, 3.16], [1.55, -0.17, 3.34], [0.99, -1.68, 2.62], [1.09, -1.22, 5.41], [0.11, -2.48, 4.66], [-1.13, -0.97, 6.08], [-2.95, -0.57, 4.53], [-2.29, -2.21, 4.47], [-2.49, -0.49, 2.22], [-1.45, -1.92, 2.30]]}


Record 2
{"formula": "C21H29Cl2GeSi", "method": "wB97M-V/def2-TZVPD", "fmax_ev_per_a": 2.36, "total_charge": 1, "lumo_energy_ev": -6.001, "e_homo_ev": -11.53, "gap_ev": 5.534, "total_energy_ev": -111678.1628, "symbols": ["C", "Si", "C", "H", "C", "Ge", "C", "C", "C", "H", "H", "H", "H", "H", "H", "H", "H", "H", "H", "H", "H", "H", "H", "H", "H", "H", "Cl", "C", "C", "C", "C", "C", "C", "C", "C", "C", "C", "C", "Cl", "C", "C", "C", "C", "H", "H", "H", "H", "H", "H", "H", "H", "H", "H", "H"], "xyz": [[-3.90, -4.56, 4.50], [-2.11, -4.46, 5.04], [-1.26, -4.21, 3.39], [-1.78, -3.35, 6.12], [-1.77, -6.31, 5.30], [-1.04, -6.49, 7.07], [-0.62, -8.37, 7.51], [0.57, -5.37, 7.15], [-2.41, -5.81, 8.31], [-3.87, -5.33, 3.71], [-4.58, -4.89, 5.30], [-4.27, -3.62, 4.07], [-1.66, -5.04, 2.78], [-1.53, -3.26, 2.92], [-0.17, -4.29, 3.45], [-2.72, -6.87, 5.20], [-1.06, -6.66, 4.53], [-0.20, -8.41, 8.53], [-1.52, -8.99, 7.46], [0.12, -8.77, 6.81], [0.97, -5.39, 8.17], [1.33, -5.78, 6.47], [0.37, -4.33, 6.88], [-1.99, -5.81, 9.32], [-2.73, -4.80, 8.05], [-3.28, -6.48, 8.29], [7.07, -1.88, 10.52], [5.38, -1.92, 10.26], [4.65, -3.08, 10.60], [3.29, -3.14, 10.29], [2.62, -2.06, 9.65], [1.21, -2.18, 9.34], [0.47, -1.35, 8.49], [-0.91, -1.35, 8.22], [-1.57, -0.06, 8.06], [-2.70, 0.36, 8.82], [-3.31, 1.59, 8.59], [-2.83, 2.42, 7.56], [-3.62, 3.90, 7.21], [-1.65, 2.08, 6.89], [-1.03, 0.87, 7.15], [3.38, -0.89, 9.37], [4.73, -0.81, 9.69], [5.16, -3.91, 11.07], [2.72, -4.02, 10.58], [0.72, -3.08, 9.72], [1.04, -0.58, 7.96], [-1.51, -2.26, 8.42], [-3.10, -0.31, 9.59], [-4.15, 1.93, 9.19], [-1.23, 2.77, 6.16], [-0.13, 0.59, 6.59], [2.88, -0.02, 8.95], [5.30, 0.09, 9.49]]}